Computed, not measured: one molecule with the formula C3H7N3OS in a non-equilibrium geometry, with ωB97M-V/def2-TZVPD.

For the energy relative to the best compared isomer or geometry (same formula, charge and spin), the calculation gives 4.702 eV.

Bonds (Å) are listed after each position.
Element x y z (Å)
1 S 1.030 -0.764 -0.972  N5 1.769, C7 1.742
2 O -0.732 1.104 -0.043  C6 1.425, C7 1.365
3 N -2.659 -0.488 0.511  N4 1.428, H9 1.009, H12 1.109
4 N -1.446 -1.046 0.005  N3 1.428, C7 1.312
5 N 1.999 -0.513 0.486  S1 1.769, C8 1.235
6 C 0.147 2.186 -0.336  O2 1.425, H10 1.163, H11 1.111, H13 1.221
7 C -0.478 -0.213 -0.297  S1 1.742, O2 1.365, N4 1.312
8 C 1.448 -0.207 1.547  N5 1.235, H14 1.202, H15 1.076
9 H -3.229 -1.252 0.178  N3 1.009
10 H -0.259 3.132 0.205  C6 1.163
11 H 0.315 2.449 -1.402  C6 1.111
12 H -3.132 0.443 0.138  N3 1.109
13 H 1.224 2.224 0.239  C6 1.221
14 H 2.123 0.247 2.431  C8 1.202
15 H 0.377 -0.123 1.622  C8 1.076

=====

Computed, not measured: one molecule with the formula C3H7N3S in a non-equilibrium geometry, with ωB97M-V/def2-TZVPD.

For the energy relative to the best compared isomer or geometry (same formula, charge and spin), the calculation gives 4.826 eV.

Bonds (Å) are listed after each position.
Element x y z (Å)
1 S -0.705 0.646 -2.178  C6 1.883, C7 1.673
2 N -1.789 -1.223 0.034  C5 1.308, H14 1.032
3 N 0.086 -0.818 1.382  N4 1.426, C5 1.417, H12 1.022
4 N 1.472 -1.027 1.118  N3 1.426, H10 1.155, H11 1.233
5 C -0.652 -0.596 0.194  N2 1.308, N3 1.417, C7 1.479
6 C -0.294 1.787 -0.737  S1 1.883, C7 1.472, H9 1.162, H13 1.242
7 C 0.037 0.353 -0.707  S1 1.673, C5 1.479, C6 1.472, H8 1.080
8 H 1.100 0.279 -0.528  C7 1.080
9 H -1.057 2.251 0.006  C6 1.162
10 H 1.989 -0.146 0.580  N4 1.155
11 H 1.877 -1.909 0.357  N4 1.233
12 H -0.255 -1.544 2.016  N3 1.022
13 H 0.602 2.619 -0.956  C6 1.242
14 H -2.410 -0.672 -0.581  N2 1.032

=====

Computed, not measured: one molecule with the formula C3H7N3S2 in a non-equilibrium geometry, with ωB97M-V/def2-TZVPD.

For the energy relative to the best compared isomer or geometry (same formula, charge and spin), the calculation gives 3.144 eV.

Bonds (Å) are listed after each position.
Element x y z (Å)
1 S -0.571 -2.223 -0.909  N5 1.707, C6 1.842
2 S 1.544 -3.347 -2.630  C6 1.597
3 N -0.924 0.836 -1.446  C8 1.298, H15 1.112
4 N -0.890 1.241 0.908  C7 1.394, C8 1.398, H13 1.099
5 N -0.391 -0.832 0.065  S1 1.707, C8 1.368, H9 0.984
6 C 1.103 -2.146 -1.674  S1 1.842, S2 1.597, H12 1.215
7 C 0.284 1.105 1.647  N4 1.394, H10 1.004, H11 1.097, H14 1.171
8 C -0.878 0.413 -0.219  N3 1.298, N4 1.398, N5 1.368
9 H -0.615 -1.069 0.993  N5 0.984
10 H 1.138 1.164 1.122  C7 1.004
11 H 0.375 0.208 2.272  C7 1.097
12 H 1.751 -1.149 -1.424  C6 1.215
13 H -0.723 2.139 0.297  N4 1.099
14 H 0.188 1.822 2.568  C7 1.171
15 H -1.390 1.839 -1.571  N3 1.112

=====

no.,Kohn-Sham gap (eV),molar mass (g mol⁻¹),LUMO level (hartree)
1,9.48,133.18,0.021
2,9.85,117.18,0.021
3,8.66,149.24,-0.007